1.
34
Properties=species:S:1:pos:R:3:forces:R:3:mulliken_charge:R:1 method="wB97M-V/def2-TZVPD" orbital_gap_ev=10.0 relative_energy_kj_mol=173.9 smiles=FC(F)C(F)(F)OC[C@H](Cn1cncn1)c1ccc(Cl)cc1Cl
F 1.997652 1.249729 4.258769 0.5 -0.2 -0.1 -0.235
C 0.676433 1.300133 4.364694 -2.1 -0.1 2.3 0.180
F 0.275576 2.574888 4.071126 0.1 -0.8 0.1 -0.243
C 0.002514 0.300082 3.424155 -1.1 -1.1 -4.3 0.790
F 0.691985 -0.854153 3.309479 1.1 0.4 0.4 -0.310
F -1.217519 -0.187449 3.815572 0.7 1.9 0.2 -0.303
O -0.196161 0.826967 2.077759 -0.2 -0.6 2.1 -0.309
C 0.924552 1.052349 1.189888 1.6 -0.7 2.8 -1.179
C 0.601813 0.681780 -0.209158 0.9 -0.2 -1.4 0.618
C -0.437312 1.671783 -0.697961 1.0 1.2 -2.5 -1.618
N -0.737134 1.591355 -2.143007 1.3 0.9 -0.7 0.727
C -1.927745 1.442854 -2.750617 0.3 -1.6 -1.5 0.217
N -1.734213 1.318972 -4.057756 1.2 0.3 -0.3 -0.658
C -0.312278 1.510442 -4.246171 -4.6 0.2 1.0 -0.136
N 0.258297 1.787132 -3.125826 0.4 -1.0 2.1 -0.773
C 0.239215 -0.806541 -0.366833 3.0 -1.3 -2.6 0.051
C 1.276267 -1.610568 -1.085554 0.3 -0.4 -0.8 -0.372
C 1.202247 -2.998125 -1.460740 -2.9 3.3 3.1 -1.088
C 0.032661 -3.591684 -0.947364 -0.4 -1.1 0.0 0.507
Cl -0.088200 -5.381590 -1.132259 -0.1 1.2 0.1 -0.228
C -1.013351 -2.929683 -0.305966 -0.6 1.6 -0.7 -0.890
C -0.922368 -1.482740 -0.122806 -0.3 -1.6 0.7 1.252
Cl -2.260926 -0.586591 0.581494 -0.2 -1.1 -0.3 -0.171
H 0.297184 1.018053 5.428737 1.0 0.7 -1.5 0.255
H 1.768216 0.373599 1.515842 -0.7 0.9 -0.2 0.432
H 1.212681 2.115968 1.335943 0.1 -0.6 -0.5 0.456
H 1.614020 0.829324 -0.789425 -2.0 -0.1 0.9 0.422
H -0.099862 2.716096 -0.523747 -0.2 -0.7 0.3 0.367
H -1.377860 1.483838 -0.283695 -1.2 0.1 1.1 0.435
H -2.918690 1.205085 -2.282222 1.4 0.6 -0.2 0.347
H 0.067223 1.500945 -5.256791 0.5 0.1 0.3 0.415
H 2.209760 -1.115663 -1.480801 -1.2 -0.1 0.8 0.209
H 1.898151 -3.586306 -1.971631 1.1 -0.3 -0.7 0.507
H -2.002824 -3.420281 -0.133129 1.3 0.4 0.1 0.326

2.
26
Properties=species:S:1:pos:R:3:forces:R:3:mulliken_charge:R:1 method="wB97M-V/def2-TZVPD" orbital_gap_ev="6.4 / 8.7" relative_energy_kj_mol=0.0
C 3.040630 -0.149545 -1.980860 0.2 -0.1 -0.1 -0.582
C 0.358749 -1.326880 2.806446 -0.2 0.0 0.1 -0.635
C 3.061957 1.187052 -2.338526 -0.1 0.0 0.0 -0.354
C -1.023161 -1.224646 2.865846 0.2 -0.1 0.3 -0.717
C 2.120002 -0.620886 -1.063843 -0.1 0.2 -0.1 -0.407
C 1.027404 -0.849071 1.697367 0.0 0.1 -0.1 -0.563
C 2.112382 2.051491 -1.800661 0.0 0.6 0.0 -0.591
C -1.711786 -0.673569 1.805819 0.0 0.0 -0.3 -0.303
C 1.197582 0.249716 -0.468141 0.0 0.1 0.0 0.439
C 0.349870 -0.270656 0.624309 -0.4 -0.2 0.3 0.503
C 1.240398 1.574021 -0.861395 -0.1 -0.9 -0.3 -0.274
C -1.055401 -0.219005 0.655190 -0.3 -0.1 0.0 0.560
C -3.975954 0.755601 -0.364658 0.5 -0.5 0.1 -1.030
Si -2.147003 0.410576 -0.734503 0.4 1.5 0.4 0.074
Cl -1.940066 -0.639526 -2.464046 0.0 -0.5 -0.4 -0.238
H 3.753266 -0.834021 -2.418771 0.0 0.0 0.0 0.365
H 0.909297 -1.768029 3.625037 0.0 0.0 0.0 0.387
H 3.800401 1.556655 -3.036159 0.0 0.0 -0.1 0.379
H -1.560991 -1.583058 3.731625 0.0 0.0 0.1 0.376
H 2.092794 -1.672986 -0.813871 0.0 0.0 0.1 0.441
H 2.106342 -0.899086 1.659383 0.1 0.0 0.0 0.459
H 2.092254 3.089646 -2.102353 0.0 0.1 0.0 0.394
H -2.790459 -0.618603 1.855899 -0.1 0.0 0.0 0.358
H -4.087757 1.391640 0.508126 0.1 0.1 0.1 0.333
H -4.452387 1.253590 -1.205350 0.1 0.0 -0.1 0.290
H -4.518363 -0.170420 -0.181910 -0.1 -0.2 0.0 0.335

3.
34
Properties=species:S:1:pos:R:3:forces:R:3:mulliken_charge:R:1 method="wB97M-V/def2-TZVPD" orbital_gap_ev="4.8 / 7.8" multiplicity=2
Hg -1.109410 0.763724 1.296457 -0.3 0.2 -0.3 1.478
N -2.172431 -0.018579 -2.814305 0.0 0.0 0.0 -0.168
C -2.552574 -1.316137 -2.462304 0.0 0.0 0.0 -0.535
C -2.346804 -1.428307 -1.129703 0.0 0.1 0.0 -0.792
N -1.855714 -0.248603 -0.617824 0.1 -0.1 0.0 -0.345
C -1.754105 0.621979 -1.661542 0.0 -0.1 0.0 0.126
C -1.294497 1.920866 -1.479035 0.0 0.1 0.0 0.265
N -0.900040 2.387368 -0.255241 0.0 -0.1 0.0 -0.186
C -0.538531 3.704231 -0.430724 0.0 0.0 0.1 -0.670
C -0.692172 4.070899 -1.722160 0.0 -0.1 0.0 -0.509
N -1.160928 2.943566 -2.400686 0.0 0.0 0.0 -0.155
H -2.244634 0.385576 -3.727500 0.0 0.0 0.0 0.172
H -2.936861 -2.016988 -3.181237 0.0 0.0 0.0 0.433
H -2.534784 -2.278472 -0.494360 0.0 0.0 0.0 0.473
H -0.191519 4.307275 0.391544 0.0 0.0 0.0 0.423
H -0.514987 5.007305 -2.219143 0.0 0.0 0.0 0.400
H -1.420533 2.904986 -3.366822 0.0 0.0 0.0 0.178
S 3.444358 -0.014441 2.894080 0.1 0.0 0.0 -0.229
C 1.956733 0.770513 2.539975 0.0 0.0 0.1 -0.160
N 1.188106 0.178855 1.692139 0.0 -0.1 0.0 -0.289
C 1.760343 -1.002474 1.236110 0.1 -0.1 0.0 -0.443
C 1.203304 -1.873511 0.300060 -0.1 0.0 0.0 0.097
C 1.912101 -3.003260 -0.045220 0.0 0.0 0.0 -0.714
C 3.164178 -3.278917 0.521343 0.0 0.0 0.0 -0.423
C 3.730703 -2.421521 1.441482 0.0 -0.1 0.0 -0.525
C 3.013988 -1.280252 1.790095 0.0 0.1 0.1 0.556
H 1.695953 1.704599 3.018654 0.0 0.0 0.0 0.435
H 0.240503 -1.645748 -0.142286 0.0 0.0 0.0 0.404
H 1.491844 -3.688203 -0.769616 0.0 0.0 0.0 0.411
H 3.695906 -4.175372 0.232079 0.0 0.0 0.0 0.373
H 4.698506 -2.629018 1.878076 0.0 0.0 0.0 0.387
O -1.883573 -0.723076 2.978263 0.0 0.0 0.1 -0.415
N -2.573030 0.109865 3.588800 0.1 0.0 -0.1 0.386
O -2.519397 1.261274 3.120551 0.0 0.0 0.1 -0.439

4.
30
Properties=species:S:1:pos:R:3:forces:R:3:mulliken_charge:R:1 method="wB97M-V/def2-TZVPD" orbital_gap_ev=9.3 smiles="[H]/N=C(/C)C[C@@H](C#N)[C@](C#N)(N=C=O)c1ccccn1"
H 2.288968 -2.317662 0.212241 0.3 0.6 0.1 0.282
N 2.982222 -1.614299 0.528297 -0.6 3.2 -1.6 -0.754
C 2.752208 -0.434180 -0.033549 -0.4 -1.8 0.7 0.580
C 3.722246 0.803557 0.289094 0.4 -1.0 -0.2 -0.981
C 1.523712 -0.273518 -1.075002 1.1 0.2 -0.5 -0.628
C 0.697535 1.101239 -0.928046 -0.1 0.1 -1.3 -0.188
C -0.113869 1.302031 -2.323048 -2.8 0.2 -1.6 -0.074
N -0.862879 1.405904 -3.264971 4.2 -0.6 4.7 -0.468
C -0.311769 1.159111 0.330829 -2.6 1.4 -1.1 1.524
C -1.108800 2.581809 0.204654 -2.7 3.2 -2.4 -0.121
N -1.743328 3.588758 -0.074838 4.0 -6.0 2.0 -0.498
N 0.363492 1.185090 1.669128 -3.2 2.0 3.2 -0.614
C -0.445768 1.650873 2.602642 -3.4 -1.6 0.3 0.755
O -1.389361 1.880890 3.396730 6.6 -1.0 -4.6 -0.442
C -1.409710 -0.047160 0.189664 -0.6 -1.9 0.8 0.040
C -1.035298 -1.390658 0.897472 -4.0 -0.5 -2.3 -0.539
C -2.076986 -2.587303 0.730348 -1.0 3.6 -1.8 -0.436
C -3.390156 -2.280117 -0.113528 3.7 2.9 0.8 -0.379
C -3.506544 -0.838932 -0.718418 1.2 -1.4 1.2 -0.172
N -2.586114 0.260597 -0.579154 1.0 -4.8 2.2 -0.349
H 3.433298 1.792226 -0.212041 0.2 -1.6 0.8 0.235
H 4.775688 0.509786 -0.108215 -1.8 0.5 0.7 0.376
H 3.798206 0.916178 1.428697 -0.2 -0.1 -1.8 0.249
H 2.013170 -0.249737 -2.133876 -0.8 0.1 1.8 0.420
H 0.862267 -1.226286 -1.076668 1.0 1.8 0.2 0.297
H 1.401111 2.003332 -0.837986 -1.0 -1.4 -0.2 0.524
H -0.065994 -1.566994 1.482442 -1.6 0.6 -1.0 0.420
H -1.897439 -3.635861 1.195957 -0.3 2.2 -0.9 0.319
H -4.214041 -3.045998 -0.322655 1.5 1.3 0.5 0.314
H -4.456079 -0.632671 -1.356187 2.0 -0.2 1.3 0.307

5.
32
Properties=species:S:1:pos:R:3:forces:R:3:mulliken_charge:R:1 method="wB97M-V/def2-TZVPD" orbital_gap_ev=9.0 relative_energy_kj_mol=0.0 smiles="O=C(CSc1ncn(-c2ccccc2)n1)Nc1nccs1"
O -4.141440 -1.480981 1.802321 -0.2 -0.2 0.1 -0.611
C -3.171085 -0.984615 1.286885 0.2 0.0 0.0 0.311
C -1.889172 -1.726012 1.019397 0.1 -0.4 -0.4 -0.217
S -1.741408 -1.967580 -0.797156 -0.3 -0.1 0.2 -0.215
C -0.134372 -1.372166 -1.047521 0.9 0.2 0.3 0.291
N 0.336172 -1.075285 -2.283412 -0.3 -0.1 -0.4 -0.627
C 1.551287 -0.652648 -2.050213 -0.1 0.0 0.2 0.036
N 1.819518 -0.685522 -0.726127 -0.5 -0.2 -0.9 0.538
C 2.955743 -0.274624 -0.023018 0.6 0.2 0.5 0.698
C 4.171011 -0.088435 -0.672837 -0.2 -0.1 0.0 -0.610
C 5.270976 0.331585 0.052737 0.0 0.0 0.0 -0.674
C 5.168002 0.561317 1.414939 0.1 0.0 0.0 -0.463
C 3.956159 0.368289 2.058362 0.1 0.0 -0.1 -0.701
C 2.848108 -0.048079 1.345618 -0.1 0.0 -0.1 0.087
N 0.734202 -1.154794 -0.083792 -0.2 -0.4 0.3 -0.733
N -3.227555 0.323175 0.849276 -0.8 0.2 0.2 -0.098
C -2.229577 1.128446 0.373893 0.2 1.0 -0.7 0.409
N -0.974263 1.027612 0.631441 -0.4 -0.5 0.7 -0.213
C -0.253327 1.995459 0.016328 0.0 0.5 -0.5 -0.613
C -0.966803 2.873894 -0.728316 0.0 0.0 0.1 -0.337
S -2.644496 2.482341 -0.680498 0.4 -0.6 0.3 -0.216
H -1.932218 -2.704557 1.494053 0.0 0.2 0.1 0.447
H -1.009911 -1.164346 1.326293 -0.1 0.0 0.1 0.107
H 2.229025 -0.306893 -2.801846 0.3 0.1 -0.1 0.401
H 4.262444 -0.280000 -1.730577 0.0 0.0 -0.1 0.296
H 6.215258 0.475078 -0.450340 0.1 0.0 0.0 0.365
H 6.032097 0.887132 1.973464 0.1 0.0 0.0 0.386
H 3.871991 0.544703 3.119865 0.0 0.0 0.1 0.377
H 1.893872 -0.201416 1.823739 -0.1 0.0 0.0 0.412
H -4.157318 0.725937 0.872547 0.2 -0.2 0.1 0.233
H 0.811221 2.016670 0.164786 0.2 0.1 0.0 0.476
H -0.620521 3.715668 -1.291177 0.1 0.2 -0.1 0.457

6.
35
Properties=species:S:1:pos:R:3:forces:R:3:mulliken_charge:R:1 method="wB97M-V/def2-TZVPD" orbital_gap_ev=8.2 relative_energy_kj_mol=0.0 total_charge=+1
Au -0.817861 -0.290947 -0.004970 0.1 -2.6 -0.8 1.029
O 2.099479 -5.440241 -1.156110 0.0 -0.1 0.0 -0.485
C 1.442967 -4.303573 -0.955501 -0.1 0.3 0.0 0.967
C 1.287668 -3.320950 -1.947591 0.1 -0.3 0.1 -0.325
C 0.600760 -2.183036 -1.630947 -0.2 0.4 -0.2 0.224
N 0.079558 -2.006054 -0.423077 0.1 0.0 0.0 -0.188
C 0.220509 -2.916776 0.536723 -0.3 0.2 0.4 0.432
C 0.892839 -4.083970 0.317672 0.1 -0.2 -0.2 -0.505
C -0.429392 -2.509241 1.844564 0.7 -0.6 -0.6 0.192
O -0.288551 -3.204598 2.807121 -0.4 0.3 0.4 -0.563
O -1.103623 -1.385274 1.759649 -0.5 1.4 0.1 -0.708
C 0.359206 -1.021176 -2.572836 0.4 -0.8 0.3 0.197
O 0.852294 -1.042916 -3.663605 -0.2 0.5 -0.2 -0.578
O -0.396654 -0.081615 -2.056168 -0.6 1.2 0.6 -0.665
H 2.438648 -5.511357 -2.058732 0.0 0.0 0.0 0.319
H 1.680713 -3.431984 -2.950605 0.0 0.0 0.0 0.492
H 0.983419 -4.812499 1.111492 0.0 0.0 0.0 0.581
C -2.783478 4.750531 -0.499346 0.0 0.0 -0.1 -0.805
N -2.486658 3.463499 0.127672 0.0 0.0 0.0 0.086
C -2.755746 3.104680 1.429614 0.0 0.0 0.0 -0.168
C -2.316976 1.831267 1.587284 0.0 -0.1 0.0 -0.632
N -1.788751 1.424647 0.383947 0.1 0.1 0.0 -0.284
C -1.900124 2.428478 -0.474501 0.0 -0.1 0.0 -0.157
H -3.310367 5.377507 0.212591 0.0 0.0 0.0 0.294
H -3.407700 4.602191 -1.376922 0.0 0.0 0.0 0.341
H -1.861900 5.244589 -0.797546 0.0 0.0 0.1 0.336
H -3.230890 3.774068 2.124281 0.0 0.0 0.0 0.413
H -2.341755 1.181916 2.445431 0.0 0.0 0.0 0.504
H -1.575480 2.404784 -1.502931 0.0 0.0 0.0 0.539
C 3.742000 1.515224 1.370820 0.0 0.0 0.0 -0.899
C 2.461826 0.959678 0.958375 0.0 0.0 0.0 0.245
N 1.456588 0.518356 0.627939 0.6 0.3 0.2 -0.102
H 3.632727 2.017763 2.330167 0.0 0.0 0.0 0.295
H 4.089319 2.230114 0.627145 0.0 0.0 0.0 0.296
H 4.475385 0.716915 1.468900 0.0 0.0 0.0 0.283

7.
35
Properties=species:S:1:pos:R:3:forces:R:3:mulliken_charge:R:1 method="wB97M-V/def2-TZVPD" orbital_gap_ev=6.4 relative_energy_kj_mol=0.0 total_charge=+1
Pt -0.190149 -1.052752 -1.160077 0.6 0.5 -0.3 0.475
C -2.266155 -2.000747 1.281934 0.0 0.0 -0.1 -1.641
C -0.825775 -1.860760 1.645337 0.0 0.0 0.0 1.089
C -0.438816 -2.053543 2.988339 0.0 0.0 0.0 -0.716
C 0.861279 -1.938571 3.382913 0.0 0.0 0.0 -0.740
C 1.854324 -1.646398 2.426147 0.1 0.0 0.0 1.118
C 3.242833 -1.513750 2.674709 0.0 0.0 0.0 -0.234
Br 3.907495 -1.705999 4.429220 0.0 0.0 0.0 -0.178
C 4.109334 -1.243605 1.650918 0.0 0.0 0.1 -0.302
C 3.653671 -1.097695 0.330132 -0.2 0.0 0.0 -0.297
Br 4.874845 -0.740346 -1.045979 0.0 0.0 0.0 -0.121
C 2.311328 -1.218151 0.033126 0.1 -0.1 0.4 1.083
O 1.794807 -1.130617 -1.176843 -0.4 0.2 -0.1 -0.665
C 1.422430 -1.474696 1.103150 0.3 0.1 -0.2 -0.345
N 0.090883 -1.555096 0.740046 -0.1 -0.2 0.1 -0.248
H -2.759519 -2.639740 2.009630 0.0 0.0 0.0 0.441
H -2.394149 -2.427318 0.291184 0.0 0.0 0.0 0.354
H -2.754951 -1.024895 1.300838 0.0 0.0 0.0 0.238
H -1.209730 -2.306840 3.701199 0.0 0.0 0.0 0.392
H 1.140968 -2.085807 4.416736 0.0 0.0 0.0 0.387
H 5.167232 -1.143976 1.848600 0.0 0.0 0.0 0.444
C -1.011211 4.277522 -2.556488 0.0 0.0 0.0 -1.267
C -1.826379 3.080145 -2.258710 -0.1 0.0 -0.1 0.873
N -3.069064 3.070162 -1.885290 0.1 0.1 -0.1 -0.706
N -3.377353 1.754320 -1.729471 0.3 0.0 -0.1 0.255
C -2.352444 0.948884 -1.979410 -0.2 -0.1 0.2 0.414
S -2.327011 -0.760740 -1.937964 -0.3 -0.3 0.1 -0.441
N -1.352818 1.782101 -2.331647 0.1 0.1 0.0 0.557
N -0.102097 1.308905 -2.724643 -0.1 -0.2 -0.1 -0.925
H -1.624139 5.161199 -2.403207 0.0 0.0 0.0 0.353
H -0.662457 4.263298 -3.589354 0.0 0.0 0.0 0.329
H -0.144429 4.336332 -1.897092 0.0 0.0 0.0 0.335
H -4.307355 1.474005 -1.458375 0.0 0.0 0.0 0.191
H 0.628509 1.921059 -2.380926 0.0 -0.1 0.1 0.249
H -0.063952 1.244103 -3.738680 0.0 0.1 0.0 0.247